Record 1
DFT (ωB97M-V/def2-TZVPD) results for a 2-piece molecular cluster, C4H7NO overall.

Values from the calculation:
Energy ... -7798.3571 eV
SMILES ... c1cc[nH]c1.O
Orbital gap ... 9.144 eV
Relative energy (zero: lowest compared OMol25 entry of this formula, charge and spin) ... 29.7 kcal/mol
Highest occupied orbital energy ... -8.515 eV

Geometry as ORCA input:
```
! RIJCOSX wB97M-V def2-TZVPD def2/J DEFGRID3
* xyz 0 1
C -0.074 -0.184 1.351
C 0.829 0.756 1.988
C 1.250 1.558 1.015
N 0.856 1.089 -0.162
C 0.000 0.000 0.000
H -0.654 -0.988 1.804
H 1.134 0.823 3.033
H 1.750 2.522 1.115
H 0.990 1.445 -1.112
H -0.431 -0.571 -0.822
O -3.090 6.530 -2.210
H -2.604 6.187 -2.995
H -2.974 5.835 -1.524
*
```

Record 2
DFT (ωB97M-V/def2-TZVPD) results for a 2-piece molecular cluster, C4H7NO overall.

Values from the calculation:
Energy ... -7794.7113 eV
SMILES ... O=C[C@@H]1[C@H]2N[C@@H]12.[H][H]
Orbital gap ... 10.052 eV
Relative energy (zero: lowest compared OMol25 entry of this formula, charge and spin) ... 113.8 kcal/mol
Highest occupied orbital energy ... -9.263 eV

Geometry as ORCA input:
```
! RIJCOSX wB97M-V def2-TZVPD def2/J DEFGRID3
* xyz 0 1
O 2.302 0.178 -0.721
C 1.114 0.373 -0.826
C 0.073 -0.159 0.102
C -1.373 -0.091 -0.298
N -1.882 0.113 1.095
C -0.840 0.965 0.512
H 0.700 1.113 -1.553
H 0.376 -0.915 0.830
H -1.935 -0.108 -1.223
H -2.754 0.643 1.020
H -0.821 2.036 0.346
H 2.647 -1.773 0.200
H 2.561 -2.464 0.459
*
```

Record 3
DFT (ωB97M-V/def2-TZVPD) results for C4H7NO as an isolated structure.

Values from the calculation:
Energy ... -7794.5519 eV
Orbital gap ... 8.691 eV
Relative energy (zero: lowest compared OMol25 entry of this formula, charge and spin) ... 117.4 kcal/mol
Highest occupied orbital energy ... -8.001 eV

Geometry as ORCA input:
```
! RIJCOSX wB97M-V def2-TZVPD def2/J DEFGRID3
* xyz 0 1
C 0.971 1.083 -0.380
C 0.624 0.241 0.705
N -0.780 0.374 1.060
C -1.203 -0.606 0.050
C 0.164 -0.684 -0.686
O 0.797 -1.624 -1.165
H 0.428 2.013 -0.536
H 0.123 0.357 -1.416
H 1.943 0.963 -0.851
H 1.348 -0.286 1.316
H -0.984 0.089 2.010
H -2.059 -0.309 -0.565
H -1.371 -1.611 0.457
*
```